73
Properties=species:S:1:pos:R:3 method="wB97M-V/def2-TZVPD" largest_force_ev_per_a=1.031 total_energy_ev=-70448.170 lumo_energy_ev=-5.29 homo_lumo_gap_ev=7.149 charge=+2
Al -1.477 1.788 -2.005
O -3.669 0.369 0.224
S -3.701 1.189 -0.942
O -2.986 0.632 -2.153
N -2.815 2.520 -0.902
C -2.512 3.521 -0.002
C -3.204 3.973 1.090
C -2.689 5.059 1.831
C -1.528 5.690 1.481
C -0.794 5.248 0.354
C 0.399 5.833 -0.123
C 1.029 5.302 -1.219
C 0.489 4.172 -1.847
N -0.629 3.605 -1.435
C -1.282 4.143 -0.366
C -5.334 1.680 -1.357
C -5.580 2.213 -2.615
C -6.818 2.782 -2.856
C -7.771 2.829 -1.845
C -7.507 2.288 -0.595
C -6.276 1.705 -0.339
H -4.137 3.505 1.373
H -3.246 5.403 2.692
H -1.159 6.528 2.057
H 0.802 6.708 0.373
H 1.936 5.740 -1.610
H 0.973 3.728 -2.710
H -4.819 2.163 -3.382
H -7.038 3.192 -3.833
H -8.731 3.289 -2.039
H -8.258 2.317 0.183
H -6.040 1.260 0.619
C 3.954 -3.347 -2.685
C 4.160 -1.979 -2.046
N 2.886 -1.322 -1.710
C 2.335 -0.509 -2.618
C 1.175 0.197 -2.430
C 0.694 1.091 -3.553
O 1.417 1.316 -4.489
O -0.536 1.525 -3.423
C 0.528 0.112 -1.179
O -0.508 0.790 -0.858
C 1.084 -0.807 -0.222
C 0.444 -0.998 1.008
C 0.941 -1.877 1.921
F 0.290 -1.948 3.098
C 2.097 -2.661 1.667
C 2.725 -2.451 0.446
C 2.255 -1.531 -0.499
N 2.601 -3.635 2.542
C 1.866 -4.060 3.742
C 2.555 -5.278 4.365
N 3.205 -6.060 3.271
C 4.380 -5.303 2.731
C 4.037 -3.805 2.702
H 4.921 -3.813 -2.870
H 3.435 -3.248 -3.638
H 3.365 -4.004 -2.044
H 4.692 -1.326 -2.735
H 4.763 -2.045 -1.143
H 2.852 -0.396 -3.564
H -0.451 -0.434 1.237
H 3.590 -3.051 0.201
H 0.853 -4.328 3.452
H 1.804 -3.283 4.506
H 1.824 -5.893 4.883
H 3.332 -5.000 5.074
H 2.519 -6.198 2.526
H 3.494 -6.983 3.594
H 4.611 -5.689 1.741
H 5.229 -5.482 3.388
H 4.577 -3.338 1.886
H 4.376 -3.320 3.625

100
Properties=species:S:1:pos:R:3 method="wB97M-V/def2-TZVPD" largest_force_ev_per_a=3.836 spin_multiplicity=5 total_energy_ev=-99977.725 lumo_energy_ev="-2.15 / -2.35" homo_lumo_gap_ev="6.234 / 7.535" charge=+1
C 2.343 -1.248 -1.752
C 1.243 0.586 -2.718
C 3.241 -1.294 -2.809
C 2.051 0.525 -3.842
C 3.071 -0.428 -3.885
H 4.021 -2.052 -2.775
H 1.864 1.222 -4.661
H 3.718 -0.494 -4.757
N 1.405 -0.281 -1.687
P 0.645 -2.394 0.096
P -0.023 2.301 -0.862
C 2.320 -2.303 -0.663
H 2.627 -3.281 -1.071
H 3.046 -2.054 0.128
C 0.057 1.502 -2.574
H 0.068 2.282 -3.344
C -1.640 3.307 -0.847
C 1.460 3.445 -0.713
C -0.389 -3.488 -1.045
C 0.923 -3.238 1.753
C -2.751 2.467 -0.188
H -2.554 2.310 0.880
H -3.701 3.016 -0.286
H -2.876 1.486 -0.660
C -1.495 4.606 -0.041
H -1.182 4.410 0.992
H -0.805 5.315 -0.512
H -2.483 5.092 -0.001
C -2.079 3.642 -2.279
H -2.975 4.279 -2.226
H -1.320 4.195 -2.846
H -2.356 2.732 -2.824
C 1.493 4.020 0.727
H 1.097 3.309 1.465
H 2.540 4.211 1.003
H 0.950 4.967 0.807
C 2.761 2.641 -0.912
H 2.858 1.845 -0.161
H 2.835 2.213 -1.918
H 3.603 3.337 -0.778
C 1.382 4.559 -1.783
H 0.721 4.328 -2.629
H 1.073 5.518 -1.348
H 2.388 4.707 -2.204
C -0.455 -3.446 2.401
H -0.313 -3.926 3.382
H -0.970 -2.487 2.567
H -1.112 -4.098 1.810
C 1.762 -2.306 2.644
H 2.755 -2.112 2.224
H 1.265 -1.345 2.823
H 1.902 -2.798 3.620
C 1.693 -4.566 1.628
H 2.526 -4.502 0.916
H 2.123 -4.802 2.612
H 1.050 -5.407 1.354
C -0.047 -3.158 -2.506
H 0.982 -3.435 -2.771
H -0.728 -3.722 -3.161
H -0.189 -2.091 -2.717
C -1.876 -3.158 -0.775
H -2.186 -2.257 -1.321
H -2.497 -4.006 -1.104
H -2.089 -2.978 0.289
C -0.135 -4.992 -0.851
H 0.927 -5.249 -0.961
H -0.516 -5.363 0.106
H -0.682 -5.524 -1.644
Cr -0.039 -0.158 -0.209
C 0.826 0.698 1.385
O 1.892 0.976 1.908
N -1.411 -0.178 -1.579
C -1.254 0.493 -2.628
C -2.076 0.366 -3.951
C -1.640 1.382 -4.994
C -1.799 -1.013 -4.547
C -3.578 0.509 -3.630
H -1.798 2.411 -4.666
H -0.586 1.239 -5.253
H -2.236 1.227 -5.899
H -2.110 -1.813 -3.866
H -2.352 -1.137 -5.487
H -0.731 -1.125 -4.772
H -4.074 1.163 -4.359
H -4.064 -0.473 -3.670
H -3.755 0.921 -2.629
C 0.500 1.429 5.758
N 0.543 0.884 4.400
C -0.459 0.225 3.804
S -0.851 0.525 2.046
N -1.308 -0.572 4.458
C -0.993 -1.298 5.690
H -0.425 1.149 6.264
H 0.560 2.522 5.702
H 1.362 1.070 6.331
H 1.224 1.306 3.765
H -2.106 -0.883 3.904
H -1.627 -0.936 6.507
H -1.188 -2.366 5.534
H 0.062 -1.162 5.951

18
Properties=species:S:1:pos:R:3 method="wB97M-V/def2-TZVPD" largest_force_ev_per_a=2.178 smiles="CC(=O)O.CCN" e_above_lowest_ev=0.863 total_energy_ev=-9911.379 lumo_energy_ev=0.68 homo_lumo_gap_ev=10.124 charge=0
C -2.276 2.064 1.836
C -0.977 2.272 1.111
O -0.838 2.986 0.153
O 0.022 1.548 1.619
H -2.241 2.448 2.859
H -2.509 1.004 1.877
H -3.117 2.594 1.401
H 0.723 1.450 0.970
C 1.574 -1.703 -0.101
C 0.590 -1.506 -1.244
N 1.152 -2.007 -2.546
H 1.102 -2.213 0.738
H 1.994 -0.734 0.192
H 2.480 -2.286 -0.258
H -0.280 -2.136 -1.078
H 0.308 -0.468 -1.401
H 1.822 -1.292 -2.820
H 0.472 -2.023 -3.306

8
Properties=species:S:1:pos:R:3 method="wB97M-V/def2-TZVPD" largest_force_ev_per_a=2.345 e_above_lowest_ev=0.264 total_energy_ev=-32903.555 lumo_energy_ev=-0.87 homo_lumo_gap_ev=8.517 charge=0
C 1.264 -0.500 0.126
O -1.711 2.091 -0.396
S -1.192 0.777 -0.589
S 0.121 0.633 0.995
I -2.959 -0.865 -0.024
H 2.239 -0.403 0.589
H 0.910 -1.522 0.217
H 1.329 -0.210 -0.919

9
Properties=species:S:1:pos:R:3 method="wB97M-V/def2-TZVPD" largest_force_ev_per_a=3.891 smiles=Nc1ncon1 e_above_lowest_ev=3.147 total_energy_ev=-8637.347 lumo_energy_ev=0.97 homo_lumo_gap_ev=10.120 charge=0
N -1.218 1.121 0.524
C -0.026 0.549 0.331
N -0.371 -0.698 -0.196
C 0.752 -1.260 -0.396
O 1.777 -0.510 -0.050
N 1.261 0.739 0.453
H -1.631 0.092 0.083
H -1.323 2.064 0.907
H 0.904 -2.246 -0.805

20
Properties=species:S:1:pos:R:3 method="wB97M-V/def2-TZVPD" largest_force_ev_per_a=4.425 smiles=BNc1ccc(NB)cc1 e_above_lowest_ev=0.000 total_energy_ev=-10716.940 lumo_energy_ev=0.46 homo_lumo_gap_ev=8.530 charge=0
B 3.839 0.461 -0.014
N 2.734 -0.442 0.041
C 1.341 -0.199 0.086
C 0.432 -1.270 0.102
C -0.920 -1.042 0.138
C -1.385 0.244 0.124
N -2.796 0.485 0.044
B -3.906 -0.375 -0.080
C -0.454 1.307 0.093
C 0.915 1.123 0.091
H 4.778 -0.210 -0.331
H 3.654 1.509 -0.284
H 3.017 -1.381 0.273
H 0.766 -2.307 -0.173
H -1.682 -1.746 -0.098
H -2.833 1.487 -0.071
H -5.000 -0.226 0.160
H -3.474 -1.550 -0.185
H -0.715 2.288 -0.163
H 1.688 1.845 0.246